w.
Computed, not measured: the ion C2H9N4 with charge +1, with the ωB97M-V functional and the def2-TZVPD basis.

As for the net charge: +1. The SMILES is [H]/N=[NH+]/CN(C)N. For the frontier orbital gap, the calculation gives 9.692 eV.

```
15
Properties=species:S:1:pos:R:3:mulliken_charge:R:1
H -1.2151 1.2473 -1.8097 0.26
N -0.5143 1.4166 -1.0861 -0.44
N 0.5523 0.7016 -1.1994 0.18
C 1.1547 0.5507 0.1014 -0.54
N 0.0639 -0.0822 0.8746 0.06
C 0.0225 -1.6269 0.4948 -0.81
N -1.0636 0.6441 0.6365 -0.31
H 0.5779 -0.1236 -1.8104 0.31
H 2.0465 -0.0710 0.0910 0.42
H 1.3746 1.5393 0.5090 0.26
H 0.8865 -1.9071 -0.0838 0.38
H 0.0151 -2.1476 1.4475 0.29
H -0.9058 -1.8363 -0.0323 0.33
H -1.9516 0.1583 0.7320 0.31
H -1.0435 1.5369 1.1349 0.31
```

x.
Computed, not measured: the ion C2H9N4 with charge +1, with the ωB97M-V functional and the def2-TZVPD basis.

As for the net charge: +1. The SMILES is NN1C[C@]1(N)[NH3+]. For the frontier orbital gap, the calculation gives 9.942 eV.

```
15
Properties=species:S:1:pos:R:3:mulliken_charge:R:1
N 0.5319 -0.7279 -1.8904 -0.60
N 0.4853 0.4033 -0.9524 -0.23
C -0.9315 0.9507 -0.6033 -0.83
C -0.1058 0.0988 0.3266 0.55
N -0.4739 -1.3279 0.7885 -0.62
N 0.4295 0.6665 1.5995 -0.33
H 1.5196 -0.9257 -1.7002 0.28
H 0.5466 -0.2685 -2.7308 0.28
H -1.5421 0.3754 -1.3090 0.40
H -0.7841 2.0290 -0.5448 0.31
H 0.2067 -1.9057 0.2931 0.28
H -1.4999 -1.5678 0.6288 0.28
H 0.4025 -0.1952 2.2102 0.44
H -0.1949 1.3277 2.1682 0.40
H 1.4099 1.0672 1.7162 0.38
```

Order of stability, best first: x, w

w.
Computed, not measured: a structure of composition C20H36NOP2Sn, with the ωB97M-V functional and the def2-TZVPD basis.

Its expectation value of S² is 0.835. As for the net charge: +2. For the frontier orbital gap (alpha / beta), the calculation gives 4.231 / 3.336 eV. Its spin multiplicity is 2.

```
61
Properties=species:S:1:pos:R:3:mulliken_charge:R:1
P -0.6331 3.2101 1.4427 1.08
P -1.5280 2.2644 -2.3745 0.81
C -0.9272 4.0023 -0.1746 -1.23
C -2.0447 3.4155 -1.0692 -1.01
H 0.0395 4.1015 -0.7001 0.53
H -1.2333 5.0325 0.0855 0.67
H -2.8621 2.9599 -0.4785 0.61
H -2.4950 4.2485 -1.6388 0.56
C -0.4779 3.2023 -3.5081 -1.24
H 0.0374 2.5233 -4.2024 0.44
H 0.2739 3.7827 -2.9529 0.36
H -1.1158 3.8890 -4.0862 0.46
C -3.0046 1.7020 -3.2247 -1.37
H -3.2417 2.3953 -4.0442 0.46
H -3.8515 1.6593 -2.5231 0.42
H -2.8536 0.6968 -3.6412 0.41
C 0.6918 4.1474 2.2210 -1.44
H 1.1979 3.5382 2.9805 0.39
H 0.2682 5.0410 2.7000 0.44
H 1.4200 4.4717 1.4664 0.43
C -2.1415 3.5395 2.3852 -1.42
H -3.0317 3.1957 1.8413 0.38
H -2.2419 4.6209 2.5499 0.49
H -2.1057 3.0297 3.3569 0.41
Sn 2.6716 -2.0969 0.5637 0.84
C -1.5013 -0.2731 -1.5077 -1.54
C -0.6116 0.8558 -1.7860 1.12
C 0.6611 1.2242 -0.9150 -0.91
C 0.7593 0.8446 0.5595 -0.44
C -0.2978 1.4469 1.5629 0.17
C -1.4141 0.5391 1.7719 -1.55
C -2.4266 0.2302 0.8015 -0.60
C -1.9250 -0.8363 -0.2487 -0.78
C 2.0331 -2.8254 2.5375 -1.29
H -1.8370 -0.7935 -2.4111 0.55
H -0.1573 0.5624 -2.7616 0.52
H 0.8836 2.3005 -1.0018 0.24
H 1.5071 0.7314 -1.4318 0.49
H 0.7647 -0.2553 0.6698 -0.76
H 1.7619 1.1625 0.9004 0.83
H 0.2375 1.4323 2.5391 0.54
H -1.4358 -0.0179 2.7086 0.31
H -2.8024 1.1286 0.2629 -0.01
H -3.2897 -0.1891 1.3555 0.48
H -1.1399 -1.4686 0.2070 0.17
H -2.7786 -1.5058 -0.4647 0.53
H 1.4045 -3.7170 2.4191 0.30
H 1.4704 -2.0077 3.0101 0.35
H 2.9442 -3.0683 3.1030 0.44
O 1.8059 -3.8188 -0.2614 -0.55
N 2.4598 -5.0233 -0.1220 0.33
C 3.8060 -5.0910 -0.2273 0.04
C 4.4279 -6.3178 -0.0345 -0.81
C 3.6622 -7.4386 0.2877 -0.10
C 2.2790 -7.3102 0.4253 -0.68
C 1.6783 -6.0770 0.2129 -0.05
H 4.3544 -4.1756 -0.4553 0.50
H 5.5087 -6.3698 -0.1355 0.39
H 4.1391 -8.4036 0.4382 0.42
H 1.6474 -8.1477 0.7020 0.40
H 0.6102 -5.8996 0.3150 0.44
```

x.
Computed, not measured: a structure of composition C20H36NOP2Sn, with the ωB97M-V functional and the def2-TZVPD basis.

Its expectation value of S² is 0.756. As for the net charge: +2. For the frontier orbital gap (alpha / beta), the calculation gives 3.908 / 3.881 eV. Its spin multiplicity is 2.

```
61
Properties=species:S:1:pos:R:3:mulliken_charge:R:1
P -0.1936 -1.9096 -1.6564 1.01
P -0.4231 1.9892 -2.3147 0.94
C -0.7200 -0.6635 -2.9374 -1.29
C 0.2056 0.5109 -3.1162 -0.59
H -1.7711 -0.4071 -2.7211 0.22
H -0.7217 -1.2172 -3.8898 0.63
H 1.4115 0.2817 -2.4807 -0.47
H 0.4712 0.6927 -4.1716 0.82
C -2.1416 2.3462 -2.6839 -1.14
H -2.6011 2.9146 -1.8721 0.39
H -2.7376 1.4526 -2.8774 0.42
H -2.2009 2.9620 -3.5912 0.41
C 0.3926 3.2611 -3.3507 -1.68
H -0.2872 3.5215 -4.1718 0.47
H 1.3323 2.9065 -3.7911 0.45
H 0.5917 4.1627 -2.7610 0.42
C -1.6658 -2.5888 -0.9293 -0.77
H -1.3827 -3.1334 -0.0228 -0.01
H -2.1319 -3.2918 -1.6311 0.49
H -2.3912 -1.7705 -0.7373 0.17
C 0.3125 -3.0882 -2.9477 -1.67
H 1.0822 -2.6641 -3.6045 0.46
H -0.5827 -3.3081 -3.5433 0.54
H 0.6711 -4.0270 -2.5280 0.45
Sn -2.8169 -1.2217 1.6798 0.89
C 2.0575 2.1671 -1.1039 -1.23
C 0.6699 1.9560 -0.8004 0.15
C 0.2067 0.6534 -0.0030 0.37
C 1.1791 -0.4952 0.3129 -0.86
C 1.4425 -1.3253 -0.9572 0.32
C 2.2031 -0.5403 -1.9858 -0.43
C 3.4625 0.0866 -1.4089 -1.31
C 3.2110 1.4149 -0.6273 -0.82
C -1.4449 -2.7145 2.5780 -1.47
H 2.2636 3.1206 -1.5830 0.43
H 0.2250 2.8088 -0.2422 0.76
H -0.5885 0.1918 -0.6277 -0.41
H -0.3303 0.9649 0.9123 0.28
H 2.1041 -0.1485 0.7818 0.56
H 0.6970 -1.1272 1.0736 -0.22
H 1.9927 -2.2487 -0.7511 0.73
H 2.4512 -1.2072 -2.8199 0.50
H 4.0970 0.3347 -2.2616 0.47
H 4.0444 -0.6262 -0.8017 0.28
H 3.2414 1.2676 0.4674 0.38
H 4.0902 2.0341 -0.8252 0.46
H -0.4694 -2.2845 2.8314 0.28
H -1.3273 -3.5690 1.9023 0.45
H -1.9798 -3.0540 3.4753 0.47
O -1.9019 0.2548 2.8378 -0.55
N -1.5919 0.1967 4.1737 0.37
C -2.5491 0.0303 5.1124 0.00
C -2.2393 0.3067 6.4379 -0.76
C -0.9315 0.6263 6.7962 -0.12
C 0.0487 0.6479 5.8037 -0.80
C -0.2984 0.4322 4.4805 0.10
H -3.5233 -0.3167 4.7776 0.41
H -3.0237 0.2719 7.1872 0.42
H -0.6754 0.8234 7.8340 0.43
H 1.0854 0.8687 6.0239 0.43
H 0.4000 0.4871 3.6503 0.41
```

Order of stability, best first: w, x

w.
Computed, not measured: a cluster of 2 separate species, CH4O3S in total, with the ωB97M-V functional and the def2-TZVPD basis.

As for the net charge: 0. For the frontier orbital gap, the calculation gives 10.214 eV.

```
9
Properties=species:S:1:pos:R:3:mulliken_charge:R:1
C 1.6307 0.4246 0.2803 0.24
O 1.7601 -0.8460 -0.1242 -0.40
O 0.7001 1.1581 -0.0005 -0.53
O -0.9580 -1.0892 0.2029 -0.61
S -1.5169 0.2633 0.1094 0.24
H 2.4060 0.6996 0.9126 0.42
H 0.8882 -1.0248 -0.5596 0.33
H -1.9144 0.3817 -1.2669 0.16
H -2.9959 0.0326 0.4460 0.15
```

x.
Computed, not measured: a cluster of 2 separate species, CH4O3S in total, with the ωB97M-V functional and the def2-TZVPD basis.

As for the net charge: 0. For the frontier orbital gap, the calculation gives 10.494 eV.

```
9
Properties=species:S:1:pos:R:3:mulliken_charge:R:1
C -0.9734 -0.0005 -0.5440 0.33
O -1.6663 -0.8224 0.2325 -0.40
O -0.6433 1.1305 -0.2240 -0.66
O 0.8539 -0.9499 -0.2178 -0.51
S 1.9105 0.0824 -0.0768 0.14
H -0.9994 -0.3483 -1.5831 0.35
H -1.6442 -0.5207 1.1558 0.33
H 1.0777 1.2228 -0.0471 0.26
H 2.0846 0.2061 1.3044 0.17
```

Order of stability, best first: x, w

w.
Computed, not measured: an isolated molecule of C3H10N2S, with the ωB97M-V functional and the def2-TZVPD basis.

As for the net charge: 0. The SMILES is NC[C@H](N)CS. For the frontier orbital gap, the calculation gives 9.719 eV.

```
16
Properties=species:S:1:pos:R:3:mulliken_charge:R:1
N 1.2005 1.6155 -2.1263 -0.63
C 0.2604 1.4771 -1.0167 -0.51
C 0.4526 0.1131 -0.3360 0.11
N -0.2566 -0.9264 -1.0684 -0.52
C -0.0736 0.2557 1.0885 -1.03
S -0.6261 -1.2481 1.9800 -0.22
H 0.9337 2.3440 -2.7763 0.22
H 1.2294 0.7425 -2.6468 0.21
H -0.7876 1.5271 -1.3098 0.32
H 0.4834 2.2725 -0.3120 0.35
H 1.5131 -0.1341 -0.3688 0.43
H 0.2975 -1.4874 -1.6908 0.23
H -1.1002 -0.5766 -1.5175 0.21
H -0.9129 0.9455 1.1499 0.34
H 0.6683 0.7028 1.7601 0.38
H -1.4719 -1.6185 1.0172 0.11
```

x.
Computed, not measured: a cluster of 2 separate species, C3H10N2S in total, with the ωB97M-V functional and the def2-TZVPD basis.

As for the net charge: 0. The SMILES is C=CC.NSN. For the frontier orbital gap, the calculation gives 9.568 eV.

```
16
Properties=species:S:1:pos:R:3:mulliken_charge:R:1
C -1.4716 1.5975 1.7161 -0.71
C -1.6546 0.9635 0.5904 0.19
C -2.3742 -0.3915 0.4814 -0.98
H -1.0245 2.6000 1.8881 0.25
H -1.6086 1.0499 2.6840 0.16
H -1.4747 1.3485 -0.4345 0.25
H -3.2835 -0.3953 -0.1176 0.27
H -2.4693 -0.7059 1.4908 0.32
H -1.8090 -1.0641 -0.1035 0.25
N 1.4062 0.1597 -1.8716 -0.49
S 2.8628 0.2407 -0.9581 0.00
N 3.3892 -1.2738 -0.5070 -0.43
H 1.5376 -0.1028 -2.8300 0.25
H 0.7833 -0.5882 -1.4943 0.23
H 4.0487 -1.8137 -0.9762 0.21
H 3.1421 -1.6246 0.4422 0.23
```

Order of stability, best first: w, x